The following is a DFT calculation (ωB97M-V/def2-TZVPD) of a molecular structure, C39H59Cl2Cs3F3O10PSSi at a distorted geometry.

Output
**Orbital gap**: 1.16 eV
**Energy**: -4582.5997 hartree

```
! RIJCOSX wB97M-V def2-TZVPD def2/J DEFGRID3
* xyz 0 1
Cl -5.90 0.41 -1.25
H 1.88 -4.06 -3.81
H 9.58 -0.27 -2.00
H -2.51 -2.02 1.92
H 2.86 -0.54 -4.08
H 6.87 0.32 -3.32
C -1.33 3.51 1.80
C 1.02 1.55 0.21
O -5.11 -1.19 5.16
H 2.09 3.91 2.52
Cs -3.52 -0.40 -0.22
H 2.63 -0.80 -1.89
H -2.23 -1.19 -3.29
O -0.69 -0.51 -1.27
H -7.57 1.89 -0.13
H 3.07 1.16 -3.58
C 8.49 -0.25 -2.02
C -4.90 -0.67 8.74
H 2.72 1.86 1.58
P 0.60 -2.10 -3.23
H 0.25 -1.08 1.31
C 2.36 -3.87 -1.73
H -1.50 -3.44 2.11
Cs 3.65 -6.60 -2.10
C 2.58 0.49 -4.30
H -2.14 3.47 2.54
H 2.25 -2.77 1.25
C -1.09 -1.81 3.49
C 8.55 -2.56 -2.43
H 1.01 1.84 -4.59
H 2.97 -2.76 -3.45
H 1.54 -4.52 -1.33
C -5.65 2.75 -0.25
H -2.71 -1.46 5.66
C -6.81 2.42 0.42
C 1.30 3.52 1.85
H 8.31 1.35 -3.44
F 8.26 -4.27 -0.81
C 0.44 -0.65 -2.11
H -2.33 -1.12 -5.10
O -0.98 -0.62 3.69
H 1.39 4.12 0.94
C -5.58 -0.68 7.49
H -1.34 2.17 -0.98
C -3.37 5.17 -1.87
H 8.17 0.36 -1.18
H 8.29 -0.26 -4.17
H 2.72 -3.16 -0.98
C 7.96 0.33 -3.31
H -2.94 1.44 -1.03
O -6.76 -0.43 7.30
H -4.24 4.84 -2.45
H -1.35 2.52 1.32
H -7.86 2.45 2.26
C -2.61 -1.25 7.79
C -4.83 3.82 1.80
H 3.23 -4.58 -1.89
O 7.95 -1.57 -1.78
H -2.52 5.15 -2.58
O -1.40 -1.43 7.97
H -2.18 -0.98 0.05
H 3.04 0.89 -0.30
H -2.29 2.44 -2.43
H -0.05 4.86 2.86
C -6.00 3.46 2.45
O 0.48 0.13 -5.47
O 0.33 -3.07 0.61
H -0.46 -2.44 -5.39
H -3.50 6.20 -1.52
H -5.47 2.55 -1.28
C -2.14 -1.74 -4.23
C 1.76 -0.51 -1.29
C 7.90 -3.90 -2.04
H -6.16 3.70 3.50
H 0.27 1.54 -2.48
Si -2.99 3.94 -0.49
C -2.36 2.33 -1.34
S -1.92 -3.10 -1.07
H 0.15 0.93 0.43
H -1.03 -3.60 -4.24
C 1.07 0.77 -4.33
O 9.47 -2.46 -3.18
C 1.34 -3.33 1.52
C 1.63 2.03 1.58
C -0.40 -1.88 0.94
C -4.60 3.48 0.49
H -0.04 3.24 3.54
C 2.05 0.92 -0.78
C -1.21 -1.47 -0.41
H -0.95 -2.56 4.30
H -5.47 -0.43 9.64
C -4.69 -1.06 6.31
C -3.51 -0.97 9.00
C -1.46 -2.35 2.10
H 1.17 -0.30 -5.99
C -1.67 4.58 0.73
H 0.63 2.46 -0.26
H -4.11 4.39 2.38
H 1.78 -1.19 -0.43
H 1.10 -3.08 2.56
C -0.79 -2.54 -4.35
C -0.04 3.79 2.59
H 2.99 0.76 -5.28
C -3.28 -1.27 6.55
Cs 3.85 -5.89 2.03
H -0.90 -3.85 -1.52
H -2.01 5.52 1.17
H -0.76 4.74 0.12
H -0.80 0.51 -3.37
H -2.95 -2.48 -4.19
H 2.17 1.63 -1.61
C 0.25 0.61 -3.05
O -3.10 -1.00 10.15
F 8.24 -4.88 -2.87
C 2.03 -3.22 -3.11
Cl 1.62 -5.14 1.49
H 1.17 1.41 2.36
F 6.55 -3.82 -2.05
C -6.95 2.76 1.75
*
```

The following is a DFT calculation (ωB97M-V/def2-TZVPD) of a molecular structure, C24H26BN8Sr at a distorted geometry.

Output
**Orbital gap**: 8.63 eV
**Energy**: -1423.7584 hartree

```
! RIJCOSX wB97M-V def2-TZVPD def2/J DEFGRID3
* xyz 1 1
C -1.12 -0.04 3.35
N 0.73 -2.41 0.49
H -3.70 -0.83 1.71
H 2.94 -1.74 -0.93
C 3.00 1.49 -0.56
H -1.01 2.24 5.83
H 1.57 2.76 -1.45
H 4.71 2.78 -0.51
H 2.44 -5.12 1.23
C -3.30 -3.43 -0.19
C -3.26 1.45 0.04
H 2.26 -2.48 1.94
H 0.57 3.25 4.20
C 0.80 -4.52 -0.13
H -3.43 -4.37 -0.71
H -0.19 3.68 -0.67
H 0.51 -5.39 -0.69
C -2.41 3.61 1.46
C 1.77 -4.37 0.85
H -1.57 -0.98 3.04
C -0.15 3.33 0.37
N 2.51 0.25 -0.66
H -5.24 1.90 0.73
C 0.33 1.65 2.79
C 5.24 0.72 -0.84
C -4.19 2.18 0.75
C -3.41 -1.62 1.03
N 0.87 2.28 0.45
H 0.10 4.19 0.99
C 4.35 1.77 -0.62
H -1.19 -3.89 -2.01
H 5.39 -1.40 -1.15
C 1.68 -3.02 1.20
N -1.96 1.76 0.01
H -5.08 -3.09 1.09
C 3.37 -0.75 -0.86
C -3.76 3.26 1.50
H -2.04 4.46 2.02
H -3.55 0.58 -0.53
C -0.81 1.75 4.89
C -1.41 0.54 4.57
C -1.55 2.85 0.67
H 6.31 0.91 -0.90
H -2.09 0.05 5.26
N -0.27 0.50 2.47
H 1.76 3.13 2.19
N -2.20 -2.69 -0.38
N 0.20 -3.34 -0.32
H -0.68 -1.93 -1.84
Sr -0.17 -0.15 0.13
H -4.45 3.84 2.10
N -2.25 -1.57 0.36
H 2.20 1.45 1.83
C 4.74 -0.56 -0.97
C 1.37 2.16 1.82
C 0.08 2.31 3.98
H 2.49 3.53 -0.15
C -4.12 -2.78 0.72
B -0.97 -2.98 -1.27
C 1.99 2.60 -0.45
*
```

The following is a DFT calculation (ωB97M-V/def2-TZVPD) of 2 unconnected molecules or ions with the total composition C5H10N5O4 at a distorted geometry.

Output
**Orbital gap**: 8.62 eV
**Energy**: -771.2099 hartree

```
! RIJCOSX wB97M-V def2-TZVPD def2/J DEFGRID3
* xyz -1 1
H -3.25 0.41 1.18
N 0.79 0.22 1.67
C -0.33 -0.74 -0.24
C 0.27 -2.09 -0.19
C -2.55 0.53 0.38
N 2.42 2.19 -0.20
H 2.12 1.97 0.79
H -1.86 1.32 0.48
H -3.23 0.58 -0.55
O 1.49 -2.15 -0.92
O 0.46 -0.74 2.35
H -1.65 -1.23 1.38
N -0.53 -0.24 -1.60
C 2.36 1.17 -1.00
O 1.50 1.14 2.19
H -1.30 0.45 -1.45
N 2.39 0.22 -1.65
C -1.77 -0.81 0.32
H 1.69 -1.14 -1.12
H -2.53 -1.47 -0.16
N 0.43 0.34 0.43
H 3.03 2.95 -0.34
O -0.23 -3.06 0.25
H 0.28 0.17 -1.98
*
```

The following is a DFT calculation (ωB97M-V/def2-TZVPD) of C2N2 in the gas phase at a distorted geometry.

Output
**ΔE to the lowest compared entry with this formula, charge and spin**: 6.71 kcal per mole
**Orbital gap**: 12.13 eV
**Energy**: -185.6676 hartree
**Structure (SMILES)**: N#CC#N

```
! RIJCOSX wB97M-V def2-TZVPD def2/J DEFGRID3
* xyz 0 1
N 1.29 1.18 0.52
C -0.48 -0.47 -0.19
C 0.66 0.20 0.30
N -1.44 -0.95 -0.62
*
```

The following is a DFT calculation (ωB97M-V/def2-TZVPD) of 2 unconnected molecules or ions with the total composition C39H45NO5SSi at a distorted geometry.

Output
**ΔE to the lowest compared entry with this formula, charge and spin**: 0.00 kcal per mole
**Orbital gap**: 6.09 eV
**Energy**: -2631.7087 hartree

```
! RIJCOSX wB97M-V def2-TZVPD def2/J DEFGRID3
* xyz 0 1
H -3.74 -2.49 -0.65
C 0.85 -0.50 2.03
O 3.82 -0.20 -2.32
H -6.64 -1.75 -2.40
H 5.96 -5.63 -0.88
C -3.16 0.13 -0.89
C 2.73 1.24 4.73
H -1.20 -1.73 0.61
Si -5.95 0.45 -1.55
C 1.71 0.85 3.87
H -2.97 4.67 -2.10
H -0.62 1.81 -2.83
C 3.50 0.65 0.45
H -6.16 0.82 -3.98
S 3.57 -1.31 -1.43
H -5.54 2.30 0.08
C -3.70 0.04 1.63
H -2.35 -1.68 -1.80
H 3.17 -1.89 2.45
H -7.27 1.90 -0.10
H -3.66 2.33 -2.49
H -3.60 1.13 1.68
C -6.39 1.41 -3.08
C 5.97 -2.08 -2.45
H -7.89 -1.03 -1.34
H 1.75 -0.89 0.13
H -6.44 -1.80 -0.63
H 6.75 1.95 2.17
C -0.44 -1.13 0.12
H 7.81 -2.65 -3.40
C -3.50 -0.63 0.42
C 5.87 2.59 2.34
O 2.43 -2.19 -1.68
H 2.57 2.05 5.44
C -2.66 1.59 -0.72
C -0.48 0.74 -3.02
C 3.45 -0.81 0.24
H 4.79 0.87 5.33
H -1.40 1.07 0.94
O 4.56 0.99 1.21
H -6.21 0.87 0.89
H 6.20 3.63 2.38
H -0.16 -0.40 2.49
H -4.61 -2.61 3.57
O -4.31 0.11 -1.71
H 5.24 2.70 0.28
N -0.75 -0.57 -1.04
H 0.13 0.64 -3.92
H 5.46 2.33 3.32
C -2.06 -0.62 -1.69
C 1.92 -0.19 2.93
C -1.80 -0.02 -3.09
C -4.30 -2.06 2.69
C -3.79 -2.00 0.32
H 7.81 -4.95 -2.40
H -4.17 -0.15 3.72
C 7.01 -4.25 -2.17
H 4.07 -4.06 -0.43
C -4.07 -0.69 2.77
H -0.51 3.37 1.22
C 4.91 -3.75 -1.05
C 3.11 -0.95 3.01
C -6.26 1.48 -0.02
H -2.64 0.57 -3.47
C 5.97 -4.64 -1.32
H 1.00 -0.61 -2.19
C 3.97 0.57 4.68
H -1.67 -0.88 -3.75
C -3.03 2.58 -1.64
H 0.73 1.34 3.90
H -5.85 2.36 -3.14
O 2.65 1.45 0.06
C 0.82 -0.89 0.74
H -1.36 5.22 -0.25
H -4.36 -3.78 1.37
C 4.94 -2.46 -1.59
C -1.71 4.19 -0.40
H 0.85 0.86 -1.26
H 4.18 -1.37 0.82
H 5.07 -1.13 3.86
H 3.93 2.98 1.48
C -2.60 3.90 -1.43
C 0.26 0.13 -1.84
H 5.94 -1.09 -2.90
C 4.85 2.42 1.26
H -7.47 1.63 -3.08
C -6.81 -1.19 -1.47
C 4.13 -0.55 3.86
C -4.17 -2.71 1.46
C 7.01 -2.97 -2.73
C -1.74 1.88 0.28
C -1.24 3.18 0.44
*
```

The following is a DFT calculation (ωB97M-V/def2-TZVPD) of 2 unconnected molecules or ions with the total composition C4H12N2O at a distorted geometry.

Output
**ΔE to the lowest compared entry with this formula, charge and spin**: 179.54 kcal per mole
**Orbital gap**: 4.08 eV
**Energy**: -344.0989 hartree

```
! RIJCOSX wB97M-V def2-TZVPD def2/J DEFGRID3
* xyz 0 1
H 1.82 -1.17 -0.04
C 0.56 0.03 -1.31
N -0.28 -0.42 1.52
C 0.89 0.29 1.24
H 1.08 -0.21 -2.23
H 1.64 0.09 2.00
H -0.96 -0.70 0.76
N -2.08 -0.89 -0.54
C 1.59 -0.09 -0.17
O 2.61 0.68 -0.33
H 0.73 1.37 1.21
H -2.85 -1.50 -0.82
H 0.21 1.07 -1.38
H -3.63 0.51 -0.19
C -2.58 0.45 -0.49
H -0.14 -1.15 2.21
H -2.48 0.97 -1.46
H -1.99 1.03 0.23
H -0.31 -0.62 -1.12
*
```

The following is a DFT calculation (ωB97M-V/def2-TZVPD) of 2 unconnected molecules or ions with the total composition C8H20IN2P.

Output
**ΔE to the lowest compared entry with this formula, charge and spin**: 0.00 kcal per mole
**Orbital gap**: 9.26 eV
**Energy**: -1065.3676 hartree
**Structure (SMILES)**: CCN(CC)PI.C/C=N/CC

```
! RIJCOSX wB97M-V def2-TZVPD def2/J DEFGRID3
* xyz 0 1
H 2.96 1.29 1.33
H -3.78 1.08 -3.03
H -3.83 0.51 1.74
C -2.73 1.34 -2.88
H 2.16 2.53 -0.51
P 1.28 -1.63 -0.03
C -1.98 0.20 -2.21
C 1.78 1.51 -0.45
H -0.92 0.47 -2.10
H 3.63 0.45 -0.09
I 2.96 -2.28 -1.73
H 0.71 -0.68 -0.86
H 3.82 -1.33 1.83
H 2.16 -3.13 2.10
C 2.69 0.69 0.45
C -3.42 0.18 -0.31
N 2.08 -0.53 0.96
H -2.01 -0.70 -2.84
C -3.77 -0.33 1.04
H -2.68 2.24 -2.27
H -4.10 0.94 -0.71
H 2.86 -0.25 2.85
H 0.77 1.55 -0.03
H -4.75 -0.80 1.02
H -3.03 -1.05 1.38
N -2.40 -0.24 -0.90
C 2.80 -1.06 2.11
H 2.57 -2.49 3.69
H 1.05 -2.02 2.92
H 1.75 1.11 -1.46
C 2.10 -2.25 2.74
H -2.28 1.55 -3.84
*
```

The following is a DFT calculation (ωB97M-V/def2-TZVPD) of a gas-phase ion, C8H12F3O2Si (charge +1) at a distorted geometry.

Output
**ΔE to the lowest compared entry with this formula, charge and spin**: 0.00 kcal per mole
**Orbital gap**: 9.86 eV
**Energy**: -1051.3973 hartree

```
! RIJCOSX wB97M-V def2-TZVPD def2/J DEFGRID3
* xyz 1 1
H 0.86 -1.20 2.07
F -4.62 -0.28 0.04
H 1.92 0.20 2.24
O -1.15 0.24 0.63
H 0.53 -1.25 -2.02
H -2.77 0.58 1.83
F -3.06 -1.61 0.62
F -2.91 -0.63 -1.21
H 4.16 -0.64 -0.97
H -3.47 2.60 0.14
H 0.55 -2.45 -0.83
H 4.05 0.78 0.10
C 1.16 -1.70 -1.31
C -1.33 2.20 -0.44
C 3.53 0.10 -0.79
C -2.51 0.64 0.77
H 2.69 -1.37 2.02
C -2.54 1.92 0.05
C -3.33 -0.48 0.04
H -1.07 3.13 -0.83
Si 1.92 -0.51 -0.06
C -0.45 1.10 -0.08
C 1.83 -0.77 1.82
O 0.76 0.94 -0.31
H 3.38 0.71 -1.64
H 1.88 -2.24 -1.87
*
```